Entry 1:
# C24H21Cl4NO5SW

C24H21Cl4NO5SW as an isolated structure (wB97M-V/def2-TZVPD, OMol25).

```
! wB97M-V def2-TZVPD RIJCOSX def2/J DEFGRID3
* xyz 0 1
W 1.113 -0.286 0.495
Cl -2.145 3.680 4.907
C -1.746 2.778 3.495
C -2.397 3.043 2.291
Cl -3.600 4.272 2.201
C -2.067 2.313 1.148
Cl -2.819 2.629 -0.375
C -1.095 1.332 1.220
O -0.717 0.554 0.189
C -0.437 1.068 2.424
O 0.467 0.087 2.385
C -0.763 1.790 3.564
Cl 0.083 1.446 5.020
O 2.493 -3.905 1.548
C 1.662 -3.052 1.359
O 1.804 -1.782 1.696
C 0.328 -3.380 0.745
C 0.256 -4.288 -0.307
C -0.966 -4.578 -0.887
C -2.129 -3.989 -0.394
C -2.064 -3.103 0.669
C -0.832 -2.784 1.231
H 1.167 -4.759 -0.655
H -1.022 -5.281 -1.708
H -3.089 -4.242 -0.830
H -2.968 -2.665 1.073
H -0.770 -2.103 2.073
O 0.356 -0.927 -1.367
S -0.577 -0.063 -2.273
C -0.380 -0.927 -3.848
C -1.791 -1.094 -4.394
C -2.617 -1.583 -3.203
C -2.267 -0.678 -2.026
H 0.066 -1.888 -3.584
H 0.304 -0.367 -4.481
H -1.802 -1.793 -5.229
H -2.178 -0.139 -4.761
H -2.350 -2.615 -2.968
H -3.687 -1.554 -3.408
H -2.236 -1.180 -1.061
H -2.902 0.202 -1.936
C 2.734 -1.218 -0.649
H 3.630 -1.217 -0.028
H 2.909 -0.634 -1.554
H 2.503 -2.246 -0.931
N 1.961 1.209 0.436
C 2.367 2.496 0.756
C 2.372 3.490 -0.219
C 2.733 4.781 0.131
C 3.081 5.081 1.441
C 3.073 4.083 2.408
C 2.723 2.787 2.072
H 2.088 3.240 -1.232
H 2.737 5.558 -0.622
H 3.357 6.092 1.709
H 3.339 4.316 3.431
H 2.705 1.996 2.812
*
```

Values from the calculation:
* energy relative to the best compared isomer or geometry (same formula, charge and spin): 0.000 eV
* DFT total energy: -99708.789 eV

Atom charges from the natural (NBO) analysis, given in e for atoms 1 to 6: number 1, W, carries 2.08; number 2, Cl, carries 0.05; number 3, C, carries -0.09; number 4, C, carries -0.10; number 5, Cl, carries 0.05; number 6, C, carries -0.12



Entry 2:
# C31H61AlN3O7S2

C31H61AlN3O7S2 as an isolated structure at a distorted geometry (wB97M-V/def2-TZVPD, OMol25).

```
! wB97M-V def2-TZVPD RIJCOSX def2/J DEFGRID3
* xyz -1 1
C 7.617 -1.461 -0.626
C 6.700 -1.818 -1.895
O 6.874 -2.971 -2.421
N 5.724 -0.933 -2.510
C 6.067 0.512 -2.348
Al 3.912 -1.341 -2.010
N 3.386 -2.963 -2.885
C 3.603 -1.546 0.005
C 2.165 -2.245 0.361
C 1.085 -1.051 0.272
S -0.659 -1.584 0.608
C -1.697 -0.183 0.008
S -0.898 1.270 -0.377
N -3.179 -0.176 -0.148
C -3.735 -1.491 -0.562
C -3.113 -2.467 -1.589
C -3.876 -3.800 -1.927
C -5.258 -4.170 -1.295
C -5.885 -3.200 -0.259
C -5.123 -1.897 0.082
C -3.562 0.808 -1.214
C -3.274 0.638 -2.725
C -3.668 1.732 -3.783
C -4.372 3.013 -3.274
C -4.694 3.159 -1.768
C -4.311 2.088 -0.696
H 7.833 -0.339 -0.506
H 8.648 -1.965 -0.749
H 7.101 -1.898 0.293
H 6.032 0.846 -1.247
H 7.152 0.735 -2.699
H 5.407 1.208 -2.993
H 3.002 -0.134 -2.577
H 4.230 -3.559 -2.901
H 3.129 -2.688 -3.850
H 3.508 -0.466 0.425
H 4.478 -2.020 0.568
H 2.004 -3.080 -0.403
H 2.290 -2.663 1.426
H 1.374 -0.308 1.110
H 1.221 -0.583 -0.777
H -2.106 -2.214 -2.088
H -3.455 -4.577 -2.665
H -5.846 -5.114 -1.550
H -6.909 -3.419 0.219
H -5.607 -1.174 0.828
H -2.750 -0.286 -3.134
H -3.415 1.573 -4.882
H -4.640 3.819 -4.029
H -5.242 4.093 -1.389
H -4.523 2.183 0.416
C -4.233 -3.159 3.151
C -3.608 -2.483 4.350
O -2.219 -2.342 4.137
H -3.782 -4.141 2.984
H -5.308 -3.284 3.289
H -4.060 -2.571 2.244
H -3.760 -3.080 5.253
H -4.045 -1.493 4.517
H -2.112 -1.805 3.339
C 4.440 3.727 -6.445
C 4.307 2.558 -5.489
O 4.657 2.960 -4.171
H 5.463 4.112 -6.441
H 4.178 3.430 -7.464
H 3.788 4.552 -6.141
H 4.975 1.746 -5.783
H 3.282 2.175 -5.479
H 4.057 3.671 -3.913
C -6.708 -6.496 4.382
C -7.560 -5.759 3.367
O -6.751 -4.889 2.586
H -6.195 -5.788 5.037
H -7.319 -7.164 4.993
H -5.934 -7.085 3.881
H -8.318 -5.155 3.871
H -8.068 -6.463 2.699
H -6.089 -5.431 2.136
C 6.931 -0.831 3.507
C 6.802 0.311 2.519
O 5.427 0.583 2.265
H 6.446 -1.730 3.119
H 7.982 -1.055 3.709
H 6.436 -0.583 4.451
H 7.277 0.052 1.572
H 7.274 1.219 2.905
H 5.015 0.819 3.107
C -7.668 7.582 -1.840
C -7.191 6.143 -1.809
O -5.772 6.098 -1.712
H -7.227 8.114 -2.687
H -8.756 7.631 -1.921
H -7.358 8.112 -0.935
H -7.484 5.624 -2.724
H -7.620 5.608 -0.956
H -5.520 6.551 -0.896
C 5.078 3.468 5.175
C 5.613 4.278 4.010
O 6.595 3.533 3.304
H 5.888 3.196 5.857
H 4.324 4.033 5.730
H 4.629 2.535 4.823
H 6.079 5.199 4.367
H 4.808 4.545 3.318
H 6.172 2.724 2.983
*
```

Values from the calculation:
* DFT total energy: -80198.046 eV

Atom charges from the Löwdin analysis, given in e for atoms 1 to 6: number 1, C, carries -0.04; number 2, C, carries -0.47; number 3, O, carries -0.06; number 4, N, carries -0.13; number 5, C, carries -0.19; number 6, Al, carries 0.15



Entry 3:
# C34H39AuBrNO2Si2

C34H39AuBrNO2Si2 as an isolated structure at a distorted geometry (wB97M-V/def2-TZVPD, OMol25).

```
! wB97M-V def2-TZVPD RIJCOSX def2/J DEFGRID3
* xyz 0 1
Au -0.350 0.403 -0.027
C 1.825 0.121 -0.093
Si 2.493 0.835 1.469
C 1.379 -0.041 2.703
N -0.052 0.064 2.340
C -0.643 1.361 2.834
C -1.797 1.141 3.802
C -1.391 0.171 4.911
C -0.897 -1.176 4.333
C -0.797 -1.118 2.810
C 4.261 0.292 1.826
C 5.300 1.222 1.903
C 6.598 0.824 2.197
C 6.880 -0.516 2.420
C 5.863 -1.458 2.337
C 4.569 -1.055 2.040
C 2.413 2.691 1.643
C 2.410 3.298 2.902
C 2.400 4.680 3.027
C 2.390 5.480 1.891
C 2.404 4.895 0.634
C 2.423 3.512 0.517
H 1.951 -0.965 -0.145
H 2.184 0.573 -1.011
H 1.547 0.292 3.736
H 1.666 -1.096 2.669
H -0.955 1.984 1.997
H 0.138 1.910 3.363
H -2.673 0.773 3.274
H -2.065 2.109 4.229
H -2.228 0.010 5.590
H -0.594 0.637 5.497
H -1.573 -1.992 4.594
H 0.077 -1.431 4.756
H -1.784 -1.080 2.377
H -0.307 -2.012 2.423
H 5.089 2.273 1.735
H 7.389 1.562 2.255
H 7.889 -0.827 2.659
H 6.079 -2.507 2.502
H 3.787 -1.806 1.970
H 2.426 2.687 3.799
H 2.398 5.132 4.012
H 2.369 6.558 1.988
H 2.385 5.513 -0.255
H 2.433 3.061 -0.464
C -3.337 -0.601 -1.806
Si -2.817 0.105 -0.137
C -3.694 -1.025 1.106
C -3.445 1.866 0.041
C -4.184 2.303 1.145
C -4.585 3.628 1.259
C -4.245 4.541 0.270
C -3.520 4.124 -0.838
C -3.125 2.801 -0.950
H -4.372 -0.946 -1.739
H -2.713 -1.452 -2.094
H -3.277 0.142 -2.603
H -4.703 -1.215 0.727
H -3.799 -0.597 2.104
H -3.192 -1.991 1.205
H -4.478 1.599 1.915
H -5.159 3.949 2.119
H -4.543 5.578 0.363
H -3.240 4.835 -1.606
H -2.535 2.497 -1.806
Br -0.418 -0.282 -3.121
C 1.151 0.722 -3.510
C 2.108 0.101 -4.300
C 3.275 0.777 -4.610
C 3.471 2.068 -4.136
C 2.495 2.677 -3.368
C 1.317 2.014 -3.026
C 0.273 2.794 -2.236
O 0.048 3.931 -2.621
O -0.275 2.261 -1.200
H 1.932 -0.901 -4.666
H 4.024 0.299 -5.227
H 4.379 2.603 -4.380
H 2.622 3.700 -3.036
*
```

Values from the calculation:
* energy relative to the best compared isomer or geometry (same formula, charge and spin): 3.353 eV
* DFT total energy: -130965.415 eV

Atom charges from the Löwdin analysis, given in e for atoms 1 to 6: number 1, Au, carries 0.90; number 2, C, carries -0.30; number 3, Si, carries 0.59; number 4, C, carries -0.23; number 5, N, carries -0.21; number 6, C, carries -0.16



Entry 4:
# C62H93B4F16N8O10

A 14-piece molecular cluster, C62H93B4F16N8O10 overall at a distorted geometry (wB97M-V/def2-TZVPD, OMol25).

```
! wB97M-V def2-TZVPD RIJCOSX def2/J DEFGRID3
* xyz -1 1
C 6.700 1.080 -6.492
C 5.577 0.830 -5.526
C 4.719 -0.268 -6.160
N 3.399 -0.453 -5.568
C 2.413 0.583 -6.137
C 3.312 -0.418 -4.066
C 3.885 -1.761 -3.620
C 3.494 -2.737 -4.767
C 2.984 -1.896 -5.872
H 7.543 1.560 -6.034
H 6.403 1.662 -7.317
H 7.166 0.137 -6.894
H 4.924 1.691 -5.521
H 5.826 0.512 -4.541
H 5.215 -1.228 -5.997
H 4.604 -0.171 -7.218
H 1.421 0.192 -6.192
H 2.730 0.850 -7.130
H 2.396 1.498 -5.470
H 2.292 -0.352 -3.806
H 3.730 0.543 -3.812
H 3.438 -2.051 -2.689
H 4.950 -1.742 -3.468
H 2.797 -3.458 -4.381
H 4.412 -3.302 -5.020
H 1.878 -1.821 -5.900
H 3.320 -2.097 -6.860
C -0.270 0.773 7.352
C 0.857 -0.165 6.811
C 1.433 -0.822 8.051
N 2.686 -1.698 7.847
C 2.386 -2.573 6.616
C 2.980 -2.499 9.083
C 4.447 -2.319 9.383
C 4.693 -0.894 8.985
C 3.944 -0.745 7.678
H -0.592 0.448 8.355
H -1.129 0.666 6.690
H 0.047 1.856 7.365
H 1.609 0.386 6.239
H 0.427 -0.945 6.145
H 0.618 -1.438 8.497
H 1.653 -0.037 8.794
H 1.412 -3.076 6.699
H 3.181 -3.305 6.597
H 2.594 -2.089 5.686
H 2.615 -3.535 8.944
H 2.417 -1.979 9.859
H 5.070 -3.048 8.904
H 4.647 -2.511 10.450
H 5.712 -0.666 8.754
H 4.333 -0.233 9.778
H 4.515 -1.064 6.838
H 3.503 0.222 7.521
C -5.294 -2.772 1.329
N -4.482 -2.650 0.006
C -4.847 -1.686 -0.896
C -4.298 -1.746 -2.132
C -3.343 -2.793 -2.415
C -2.894 -3.604 -1.368
C -3.558 -3.530 -0.115
C -2.981 -2.991 -3.846
C -1.777 -3.682 -4.065
C -1.337 -3.876 -5.343
N -2.013 -3.487 -6.431
C -3.187 -2.827 -6.299
C -3.663 -2.624 -5.014
C -1.269 -3.811 -7.711
H -5.180 -3.795 1.693
H -6.310 -2.451 1.161
H -4.837 -2.155 2.089
H -5.619 -0.962 -0.534
H -4.490 -0.982 -2.831
H -2.190 -4.396 -1.415
H -3.420 -4.352 0.586
H -1.268 -4.208 -3.294
H -0.454 -4.536 -5.518
H -3.587 -2.321 -7.210
H -4.567 -2.050 -4.974
H -0.422 -3.144 -7.678
H -1.836 -3.606 -8.603
H -0.950 -4.855 -7.614
C -2.966 2.242 0.315
N -2.654 2.657 -1.071
C -1.528 3.347 -1.182
C -1.040 3.689 -2.449
C -1.735 3.373 -3.618
C -2.942 2.603 -3.437
C -3.379 2.235 -2.146
C -1.072 3.686 -5.027
C -1.889 3.476 -6.150
C -1.292 3.403 -7.389
N -0.008 3.856 -7.536
C 0.719 4.314 -6.484
C 0.226 4.187 -5.189
C 0.501 4.027 -8.892
H -4.056 1.945 0.334
H -2.733 3.051 0.989
H -2.396 1.336 0.601
H -0.995 3.599 -0.224
H -0.187 4.306 -2.389
H -3.538 2.280 -4.320
H -4.241 1.668 -1.915
H -2.942 3.225 -6.084
H -1.681 2.930 -8.277
H 1.717 4.574 -6.759
H 0.898 4.371 -4.373
H 0.070 3.287 -9.521
H 1.559 3.877 -8.737
H 0.229 4.998 -9.156
C 4.101 -1.157 1.587
N 2.798 -0.541 1.882
C 1.734 -1.117 1.412
C 0.492 -0.605 1.727
C 0.325 0.544 2.533
C 1.507 1.226 2.848
C 2.754 0.656 2.521
C -0.996 0.926 3.212
C -1.219 2.203 3.674
C -2.316 2.488 4.429
N -3.189 1.514 4.762
C -3.058 0.274 4.270
C -1.979 -0.025 3.440
C -4.377 1.735 5.630
H 4.866 -0.526 1.976
H 4.209 -1.227 0.500
H 4.217 -2.108 2.051
H 1.812 -2.029 0.771
H -0.393 -1.132 1.384
H 1.540 2.212 3.327
H 3.690 1.153 2.819
H -0.631 3.106 3.539
H -2.522 3.484 4.859
H -3.882 -0.457 4.564
H -1.832 -1.040 3.128
H -4.759 0.828 6.002
H -5.106 2.294 5.005
H -4.071 2.467 6.369
B 6.362 -0.865 5.205
F 7.386 -1.256 6.043
F 5.253 -1.789 5.229
F 5.879 0.438 5.522
F 6.742 -0.847 3.887
B -6.339 -2.356 4.913
F -6.230 -1.017 5.203
F -7.340 -2.927 5.608
F -6.755 -2.453 3.564
F -5.154 -3.001 5.109
B 1.041 4.570 1.383
F 0.930 5.854 0.981
F -0.292 4.032 1.222
F 1.962 3.826 0.614
F 1.448 4.448 2.655
B 3.095 -4.390 -1.102
F 3.076 -2.991 -0.918
F 1.873 -4.971 -0.785
F 3.384 -4.674 -2.470
F 3.975 -4.851 -0.160
C 2.223 1.494 -1.881
C 1.826 2.158 -3.198
O 0.929 1.524 -3.874
O 2.408 3.202 -3.655
H 2.392 2.320 -1.159
H 3.161 0.910 -1.967
H 1.355 0.841 -1.629
C -2.619 6.505 7.477
C -2.458 5.249 6.647
O -3.525 4.624 6.250
O -1.282 4.881 6.403
H -3.548 6.990 7.275
H -1.700 7.096 7.366
H -2.684 6.103 8.503
C -1.397 0.277 -6.527
C -1.313 -0.036 -7.985
O -2.145 -0.902 -8.415
O -0.503 0.569 -8.680
H -0.566 0.888 -6.199
H -1.193 -0.610 -5.910
H -2.441 0.649 -6.263
C -0.090 -4.439 2.287
C -1.014 -4.041 1.240
O -1.488 -4.928 0.476
O -1.341 -2.820 1.133
H -0.117 -5.499 2.538
H -0.367 -3.880 3.211
H 0.926 -4.223 1.997
C -7.042 2.319 0.838
C -6.481 1.041 0.166
O -6.703 -0.111 0.517
O -5.586 1.253 -0.753
H -7.644 2.883 0.078
H -6.223 2.973 1.114
H -7.650 2.070 1.722
*
```

Values from the calculation:
* DFT total energy: -144405.505 eV

Atom charges from the Löwdin analysis, given in e for atoms 1 to 6: number 1, C, carries -0.10; number 2, C, carries -0.19; number 3, C, carries -0.17; number 4, N, carries -0.24; number 5, C, carries 0.05; number 6, C, carries -0.11



Q: The lowest DFT total energy belongs to which entry?
A: C62H93B4F16N8O10